No. 1
{
  "formula": "C4H5N",
  "method": "the ωB97M-V functional and the def2-TZVPD basis",
  "elements": ["C", "C", "C", "C", "N", "H", "H", "H", "H", "H"],
  "positions_angstrom": [[-0.721, 1.318, -0.296], [0.096, 0.255, -0.044], [-1.310, -0.031, -0.036], [1.399, -0.357, 0.197], [-2.303, -0.802, 0.031], [-0.685, 2.334, -0.400], [1.513, -0.073, 1.236], [2.626, 0.546, -0.628], [1.470, -1.363, -0.007], [-2.085, -1.828, -0.054]],
  "forces_ev_per_angstrom": [[0.5391, -5.2359, 1.6540], [-1.1998, 0.6833, -1.3932], [0.8906, 1.1467, -0.6429], [1.9114, 5.2300, -1.1065], [-0.3892, -0.8637, -0.5623], [-0.2086, 2.3980, -0.4267], [1.0342, -0.3970, 0.3211], [-3.1136, -2.4444, 2.1199], [0.4145, -1.9979, -0.5622], [0.1215, 1.4809, 0.5988]],
  "mulliken_charge": [-0.513, 0.286, 0.383, -0.854, -0.697, 0.380, 0.270, 0.203, 0.311, 0.231],
  "total_charge": 0,
  "spin_multiplicity": 1,
  "gap_ha": 0.3258,
  "relative_energy_kcal_mol": 127.15,
  "total_energy_ev": -5713.33274
}

=====

No. 2
{
  "formula": "C65H53N6O11S2Zr",
  "method": "the ωB97M-V functional and the def2-TZVPD basis",
  "elements": ["Zr", "C", "C", "C", "C", "C", "C", "C", "S", "O", "C", "C", "C", "C", "C", "C", "C", "C", "C", "C", "C", "C", "C", "C", "C", "C", "C", "C", "C", "C", "S", "O", "C", "C", "C", "C", "C", "C", "C", "H", "H", "H", "H", "H", "H", "H", "H", "H", "H", "H", "H", "H", "H", "H", "H", "H", "H", "H", "H", "H", "H", "H", "H", "H", "H", "O", "C", "C", "C", "C", "C", "C", "C", "C", "N", "H", "H", "H", "H", "H", "H", "H", "H", "H", "H", "H", "O", "C", "C", "O", "C", "C", "O", "C", "O", "O", "C", "C", "N", "C", "C", "N", "C", "N", "N", "N", "C", "C", "C", "C", "C", "C", "H", "H", "H", "H", "H", "H", "H", "H", "H", "H", "H", "O", "C", "C", "C", "C", "C", "C", "C", "O", "O", "H", "H", "H", "H", "H"],
  "positions_angstrom": [[-0.744, -0.792, 0.041], [6.553, -2.520, 3.757], [5.635, -1.670, 2.938], [5.037, -2.168, 1.784], [4.079, -1.435, 1.105], [3.713, -0.185, 1.574], [4.331, 0.348, 2.695], [5.291, -0.388, 3.363], [2.224, 0.668, 0.982], [1.442, -0.402, 0.276], [3.013, 1.638, -0.314], [3.497, 1.054, -1.488], [4.093, 1.855, -2.424], [4.207, 3.250, -2.223], [4.833, 4.092, -3.166], [4.912, 5.441, -2.958], [4.364, 6.018, -1.803], [3.744, 5.238, -0.869], [3.669, 3.839, -1.046], [3.068, 2.993, -0.084], [2.458, 3.489, 1.165], [3.244, 4.045, 2.210], [4.646, 4.191, 2.114], [5.377, 4.611, 3.189], [4.748, 4.922, 4.404], [3.390, 4.820, 4.519], [2.604, 4.375, 3.436], [1.208, 4.202, 3.563], [0.478, 3.653, 2.547], [1.109, 3.273, 1.358], [0.197, 2.239, 0.139], [-0.488, 1.271, 1.073], [-0.995, 3.497, -0.308], [-2.235, 3.622, 0.291], [-3.147, 4.518, -0.237], [-2.838, 5.285, -1.358], [-3.860, 6.182, -1.976], [-1.570, 5.164, -1.923], [-0.653, 4.272, -1.405], [6.985, -3.324, 3.170], [5.985, -2.964, 4.575], [7.355, -1.933, 4.195], [5.300, -3.152, 1.427], [3.575, -1.832, 0.234], [4.027, 1.320, 3.056], [5.747, 0.019, 4.251], [3.367, -0.007, -1.633], [4.473, 1.430, -3.341], [5.251, 3.650, -4.057], [5.387, 6.077, -3.689], [4.439, 7.084, -1.656], [3.304, 5.679, 0.013], [5.142, 3.950, 1.185], [6.450, 4.695, 3.113], [5.348, 5.241, 5.241], [2.903, 5.071, 5.448], [0.734, 4.480, 4.491], [-0.581, 3.471, 2.640], [-2.491, 2.992, 1.132], [-4.127, 4.598, 0.208], [-4.566, 6.555, -1.239], [-4.420, 5.618, -2.722], [-3.389, 7.026, -2.475], [-1.315, 5.742, -2.799], [0.317, 4.139, -1.860], [0.463, -2.771, 0.997], [0.277, -3.502, 2.208], [1.350, -3.146, 3.233], [1.501, -1.621, 3.282], [0.247, -0.904, 3.688], [0.132, -0.463, 5.003], [-0.990, 0.245, 5.388], [-1.974, 0.456, 4.436], [-1.804, -0.062, 3.161], [-0.711, -0.722, 2.767], [1.352, -2.968, 0.659], [0.274, -4.582, 2.011], [-0.709, -3.205, 2.574], [2.309, -3.582, 2.941], [1.087, -3.538, 4.215], [1.751, -1.292, 2.279], [2.320, -1.356, 3.952], [0.923, -0.674, 5.706], [-1.098, 0.597, 6.402], [-2.872, 0.995, 4.687], [-2.590, 0.056, 2.426], [-4.961, 2.898, -2.413], [-4.129, 2.149, -1.962], [-2.700, 1.978, -2.463], [-2.226, 2.520, -3.444], [-2.060, 1.083, -1.502], [-2.985, 0.622, -0.554], [-2.641, -0.204, 0.388], [-4.298, 1.245, -0.751], [-5.303, 1.117, -0.079], [-0.790, 0.743, -1.425], [-0.895, -4.651, -0.974], [-2.028, -4.121, -0.164], [-2.083, -2.975, 0.493], [-3.325, -2.938, 1.072], [-4.016, -4.067, 0.762], [-3.182, -4.821, -0.019], [-3.501, -6.105, -0.594], [-4.812, -6.104, -1.164], [-5.671, -7.126, -0.945], [-6.763, -6.916, -1.534], [-6.704, -5.716, -2.181], [-7.653, -5.022, -2.930], [-7.284, -3.791, -3.420], [-6.008, -3.255, -3.188], [-5.050, -3.922, -2.455], [-5.420, -5.165, -1.951], [-0.068, -3.948, -0.937], [-1.192, -4.759, -2.020], [-0.569, -5.624, -0.600], [-3.646, -2.099, 1.656], [-5.002, -4.398, 1.012], [-3.496, -6.892, 0.174], [-2.744, -6.347, -1.352], [-8.630, -5.445, -3.091], [-7.992, -3.210, -3.993], [-5.777, -2.279, -3.588], [-4.077, -3.492, -2.267], [1.715, -2.115, -3.831], [0.527, -2.372, -4.418], [0.453, -2.775, -5.750], [-0.764, -3.047, -6.341], [-1.942, -2.909, -5.621], [-1.883, -2.491, -4.309], [-0.660, -2.240, -3.682], [-0.693, -1.842, -2.260], [-1.809, -1.627, -1.713], [0.347, -1.773, -1.536], [2.425, -2.194, -4.484], [1.358, -2.856, -6.337], [-0.796, -3.365, -7.371], [-2.892, -3.107, -6.091], [-2.779, -2.338, -3.727]],
  "forces_ev_per_angstrom": [[1.2352, -1.7800, 2.0494], [0.0004, -0.0185, 0.0334], [-0.1273, 0.1190, -0.0487], [-0.0324, 0.0889, -0.0170], [-0.2571, 0.2025, -0.2208], [-0.2658, 0.0084, 0.2115], [-0.1606, 0.0911, -0.1647], [0.0087, -0.0770, -0.1169], [2.5291, -0.1652, 0.1715], [-0.2087, -0.6187, -0.6653], [-0.0366, 0.4179, 0.2829], [0.1310, -0.0861, -0.1992], [-0.1837, -0.2564, 0.1492], [-0.1111, 0.2333, 0.3232], [0.0488, 0.1505, -0.0696], [0.0570, -0.2470, -0.1749], [-0.1336, -0.0066, 0.2217], [0.0211, 0.1632, -0.0692], [0.0821, -0.2472, -0.2795], [0.1976, -0.5244, 0.1175], [-0.5431, 0.2395, -0.1211], [-0.2556, 0.0765, 0.2861], [0.1695, -0.0324, 0.0477], [0.0488, -0.1208, -0.2490], [-0.1985, 0.0611, 0.1272], [0.2129, 0.0973, 0.0714], [0.1822, -0.0628, -0.2543], [-0.2597, -0.1794, -0.2311], [-0.1125, 0.0649, 0.2337], [0.3369, -0.1016, -0.2890], [0.0974, 3.2763, 0.5452], [-0.6237, -0.5572, 0.2632], [0.2058, -0.0943, -0.3581], [0.1469, -0.1015, 0.2174], [0.1194, 0.0401, 0.0487], [0.2222, 0.0533, 0.0229], [-0.0685, -0.0119, -0.0946], [-0.0911, 0.0721, 0.1724], [0.0895, -0.1416, 0.1269], [0.0599, -0.0786, -0.0368], [0.0514, -0.0835, 0.0739], [0.1000, 0.0462, 0.0376], [0.0626, -0.1156, -0.0398], [0.0013, -0.1415, -0.0870], [-0.0100, 0.1796, 0.1599], [0.0987, 0.0740, 0.1361], [0.0433, -0.1273, -0.1551], [0.0474, -0.0577, -0.0688], [0.0444, -0.0413, -0.1372], [0.0909, 0.0277, -0.0941], [-0.0490, 0.1201, 0.0211], [0.0033, 0.0726, 0.0813], [0.0473, -0.0349, -0.0557], [0.0944, 0.0238, -0.0523], [0.0072, 0.0624, 0.1140], [-0.0964, 0.0251, 0.1391], [-0.0946, 0.0433, 0.1218], [-0.1635, 0.0248, 0.1801], [-0.0940, -0.0585, 0.0653], [-0.1543, 0.0172, 0.0670], [-0.0395, 0.0220, 0.0428], [-0.0654, -0.0170, -0.0347], [-0.0009, 0.0612, -0.0260], [0.0121, 0.0598, -0.0689], [0.1201, 0.0204, -0.2053], [0.6830, -0.2436, -0.1845], [-0.1932, -0.2413, 0.6556], [-0.1753, 0.3321, -0.4089], [-0.0325, -0.1460, 0.0351], [0.5074, -0.2481, 0.1349], [-0.1866, 0.0854, -0.1539], [-0.0291, -0.1430, -0.2222], [0.0771, -0.1291, 0.0190], [-0.4440, 0.1582, 0.3667], [-0.2650, 0.0966, -0.1568], [-0.2751, 0.3315, -0.0516], [-0.0889, 0.1633, -0.0820], [0.1842, -0.2092, -0.1037], [0.0255, -0.0258, 0.0444], [-0.0689, -0.1307, 0.0009], [0.0144, -0.1897, 0.3077], [-0.0356, 0.0588, -0.0321], [0.1077, 0.0021, -0.0102], [-0.0363, 0.1018, 0.0887], [-0.1851, 0.0472, -0.0553], [0.1226, 0.0884, 0.0718], [0.5850, -0.5575, 0.2439], [-0.7786, 0.6033, -0.4068], [0.4116, 0.4748, -0.9205], [-0.2533, -0.4769, 0.7142], [-1.2347, -0.3367, 0.6569], [0.0339, 1.1044, -1.6034], [-0.5834, -0.0535, 0.3525], [-0.5522, -0.2995, 0.5775], [0.6420, 0.0711, -0.3365], [-0.4524, -0.2422, -0.4515], [-0.0029, 0.1706, -0.0342], [0.3858, -0.1803, -0.1488], [-0.1281, 0.0545, -0.1414], [-0.4132, -0.2430, 0.0768], [-0.0146, 0.3165, 0.4236], [0.1726, 0.4431, 0.0786], [0.3245, -0.7117, 0.0225], [-0.3619, 0.6873, -0.4165], [0.7013, -0.6721, 0.7399], [-0.7623, -0.3591, -0.1165], [1.0596, 0.8537, -0.0291], [0.0914, -0.0464, 0.0730], [-0.1986, -0.0396, -0.0784], [0.1747, -0.0005, 0.0662], [0.0778, 0.1431, -0.0473], [-0.7399, -0.4363, -0.1469], [-0.0597, -0.2158, -0.0001], [0.0219, -0.0714, -0.0306], [0.0496, 0.0195, -0.0470], [-0.1177, 0.1333, 0.0329], [-0.2370, -0.0243, 0.0846], [-0.0020, 0.1800, -0.2499], [-0.1748, 0.1148, 0.2105], [-0.1580, -0.0062, -0.0682], [-0.0334, 0.0090, -0.0309], [0.0356, 0.0988, -0.0340], [0.0479, 0.0676, 0.0234], [0.3933, 0.0904, 0.0209], [-0.2813, -0.1530, -0.1461], [0.0397, 0.0801, -0.0076], [0.0447, 0.0158, 0.1146], [-0.1539, 0.0417, 0.0202], [0.1122, 0.0087, -0.0278], [0.2579, 0.1280, 0.0690], [-0.2982, -0.8431, -1.2456], [0.0757, 0.1754, -0.2050], [0.2248, 0.1092, -0.1332], [-0.2378, -0.0301, 0.0841], [0.1286, -0.0405, 0.0232], [0.0124, -0.0164, -0.1214], [-0.0963, -0.0166, -0.0104], [-0.0742, -0.0304, -0.0146]],
  "mulliken_charge": [0.086, -1.591, 0.988, -0.941, -0.587, 0.551, -0.569, -1.090, 0.717, -0.325, 1.155, -0.507, -1.573, 0.586, -1.082, -0.746, -0.962, -0.825, 1.394, -0.010, -0.136, 1.354, -0.334, -1.082, -0.715, -1.093, 0.860, -1.527, -0.785, 0.959, 1.219, -0.101, 0.296, -0.718, -1.215, 1.343, -1.667, -1.230, -0.806, 0.397, 0.285, 0.401, 0.447, 0.465, 0.483, 0.461, 0.637, 0.456, 0.482, 0.422, 0.472, 0.590, 0.567, 0.460, 0.448, 0.486, 0.471, 0.527, 0.466, 0.452, 0.407, 0.273, 0.421, 0.414, 0.629, -0.217, -0.976, -1.293, 0.405, 0.248, -0.572, -0.875, -1.023, -0.722, 0.858, 0.181, 0.485, 0.468, 0.444, 0.454, -1.550, 1.095, 0.615, 0.479, 0.581, 0.335, -0.627, 0.436, -0.091, -0.658, 1.961, 0.541, -0.270, 0.154, -0.641, -1.445, -1.733, 0.493, 1.154, -1.091, -1.201, 0.373, -0.722, 0.638, -0.882, -0.481, 0.143, -0.790, -0.633, -0.816, 0.484, 0.674, -0.107, 0.531, 0.544, 0.537, 0.515, 0.328, 0.418, 0.440, 0.389, 0.493, 0.213, -0.337, 1.146, -0.990, -0.573, -1.277, -0.675, -0.066, 2.002, 0.428, -0.579, 0.316, 0.352, 0.425, 0.468, 0.359],
  "total_charge": 1,
  "spin_multiplicity": 1,
  "gap_ha": 0.2754,
  "relative_energy_kcal_mol": 29.89,
  "total_energy_ev": -122678.71335
}

=====

No. 3
{
  "formula": "C4H26NO9",
  "method": "the ωB97M-V functional and the def2-TZVPD basis",
  "elements": ["C", "N", "C", "C", "C", "O", "H", "H", "H", "H", "H", "H", "H", "H", "H", "H", "H", "H", "O", "H", "H", "O", "H", "H", "O", "H", "H", "O", "H", "H", "O", "H", "H", "O", "H", "H", "O", "H", "H", "O"],
  "positions_angstrom": [[-3.090, 0.165, -0.202], [-2.242, -0.298, -1.341], [-1.966, -2.557, -0.404], [-1.269, -1.297, -0.931], [-0.181, -0.769, 0.018], [1.062, -1.424, -0.275], [-4.080, -0.294, -0.234], [-2.601, 0.152, 0.769], [-3.315, 1.230, -0.326], [-1.849, 0.601, -1.577], [-3.021, -2.619, -0.651], [-1.623, -2.726, 0.618], [-1.535, -3.485, -0.801], [-0.749, -1.616, -1.838], [-0.416, -1.020, 1.059], [-0.104, 0.321, -0.032], [0.328, 3.331, 1.556], [0.153, 2.286, 2.695], [-0.336, 3.034, 2.182], [1.772, -0.951, 0.195], [3.286, 0.536, 1.755], [2.384, 0.459, 1.434], [0.298, 1.122, -2.574], [1.303, 2.096, -2.713], [0.814, 1.497, -3.306], [-1.286, 1.538, 3.630], [-2.077, 2.163, 2.603], [-2.188, 1.473, 3.282], [1.906, 3.126, -0.187], [1.997, 1.613, 0.236], [1.738, 2.233, -0.495], [2.043, -0.418, -3.316], [1.597, -0.992, -1.937], [2.177, -1.149, -2.707], [0.777, -4.087, -0.452], [1.444, -3.128, -1.508], [0.848, -3.867, -1.380], [1.773, 0.766, 2.291], [0.497, 0.411, 3.469], [1.018, 1.218, 3.362]],
  "forces_ev_per_angstrom": [[-0.4339, 0.5122, -0.5042], [-1.2679, 0.9058, 1.1893], [1.2048, -0.9337, -0.0007], [0.5409, -0.2867, -0.7384], [-0.0489, -0.4687, 0.6541], [-0.0027, 0.5677, -0.1108], [0.2284, -0.4242, 0.4581], [-0.1129, -0.5542, 0.2409], [0.1035, -0.0289, -0.2956], [0.9753, -0.3946, -0.6853], [-0.1717, 0.2975, 0.6241], [-1.1624, 0.4071, 0.5744], [0.0532, 0.4413, -0.7705], [0.1457, 0.2071, -0.1005], [-0.2110, 0.2353, -0.0108], [0.1788, -0.0062, -0.2100], [-0.1319, -0.0256, -0.0983], [0.2010, 0.3037, -0.2719], [0.1645, 0.1250, 0.0078], [-0.1905, 0.1848, 0.3626], [0.0438, -0.0614, -0.0733], [-0.0280, -0.0289, -0.1043], [-0.2995, -0.4344, -0.5470], [0.4113, 0.0715, -0.4876], [-0.0537, 0.3341, 1.1506], [-0.1452, -0.3951, 0.3629], [-0.2670, -0.2428, 0.0461], [0.1677, 0.3807, -0.1973], [0.0712, -0.0581, 0.1248], [0.0880, 0.1142, -0.0205], [-0.1129, -0.0016, -0.3000], [-0.1796, 0.1975, 0.0706], [0.2843, -0.0489, -0.1975], [0.0846, -0.2537, -0.0153], [0.3270, 0.4744, 0.2081], [0.0232, 0.2251, 0.4230], [-0.3398, -1.1131, -0.9020], [-0.0885, 0.2536, 0.2203], [0.0671, 0.1070, 0.1740], [-0.1163, -0.5849, -0.2500]],
  "mulliken_charge": [-1.039, -0.528, -1.493, 0.780, -0.641, -0.437, 0.257, 0.334, 0.392, 0.350, 0.464, 0.242, 0.351, 0.250, 0.319, 0.150, 0.193, 0.494, -0.731, 0.289, 0.181, -0.724, 0.282, 0.361, -0.685, 0.295, 0.361, -0.680, 0.247, 0.368, -0.625, 0.356, 0.419, -0.719, 0.302, 0.308, -0.649, 0.414, 0.260, -1.068],
  "total_charge": -1,
  "spin_multiplicity": 1,
  "gap_ha": 0.3407,
  "relative_energy_kcal_mol": 23.64,
  "total_energy_ev": -24489.23050
}

=====

No. 4
{
  "formula": "C2H5NOS2",
  "method": "the ωB97M-V functional and the def2-TZVPD basis",
  "elements": ["C", "C", "N", "O", "S", "S", "H", "H", "H", "H", "H"],
  "positions_angstrom": [[-0.490, -0.078, 1.302], [-1.110, 0.932, 0.394], [-0.619, 1.036, -0.782], [-1.131, 1.966, -1.644], [0.773, -0.532, -2.971], [-2.381, 1.926, 0.993], [0.274, 0.407, 1.912], [-0.018, -0.860, 0.713], [-1.237, -0.505, 1.965], [1.697, -1.187, -2.285], [-0.604, 1.857, -2.454]],
  "forces_ev_per_angstrom": [[0.3006, -0.2085, -0.0844], [-1.3534, 0.9091, 1.0699], [1.0486, -0.1472, -2.0008], [-0.1208, -0.2381, 0.7567], [-0.3928, 0.1771, -0.2744], [0.1460, -0.0622, -0.1912], [-0.0202, -0.0301, 0.0490], [0.0695, -0.0994, 0.0348], [-0.0110, -0.0127, -0.0140], [0.3381, -0.1473, 0.2877], [-0.0045, -0.1407, 0.3668]],
  "mulliken_charge": [-0.842, 0.195, -0.076, -0.288, -0.153, -0.141, 0.238, 0.254, 0.324, 0.137, 0.353],
  "total_charge": 0,
  "spin_multiplicity": 1,
  "gap_ha": [0.2624, 0.2456],
  "relative_energy_kcal_mol": 95.93,
  "total_energy_ev": -27358.89660
}